No. 1
72
Properties=species:S:1:pos:R:3:mulliken_charge:R:1 method="wB97M-V/def2-TZVPD" homo_lumo_gap_ev=9.84 homo_ev=-9.8 smiles=BrCCBr.BrCCBr.BrCCBr.BrCCBr.BrCCBr.BrCCBr.BrCCBr.BrCCBr.BrCCBr de_lowest_kj_mol=196.7 total_charge=0
Br 5.245 3.548 -3.696 -0.203
C 4.899 2.341 -2.101 -0.809
C 3.708 1.376 -2.457 -0.184
Br 3.485 0.326 -0.782 -0.029
H 4.798 3.006 -1.244 0.426
H 5.819 1.779 -1.943 0.491
H 3.929 0.677 -3.264 0.392
H 2.782 1.869 -2.754 0.021
Br 5.070 -4.123 -4.336 -0.175
C 3.256 -3.538 -3.676 -0.539
C 2.559 -4.647 -2.806 -0.533
Br 0.959 -3.763 -1.973 -0.100
H 2.595 -3.375 -4.526 0.433
H 3.335 -2.576 -3.168 0.229
H 3.247 -5.063 -2.070 0.352
H 2.214 -5.498 -3.394 0.364
Br -1.755 2.765 1.857 -0.069
C -0.080 3.507 2.563 -0.635
C 0.835 2.300 3.083 -0.333
Br 2.209 3.141 4.291 -0.177
H -0.289 4.194 3.383 0.473
H 0.440 4.102 1.813 0.344
H 1.276 1.657 2.321 0.317
H 0.174 1.638 3.643 0.069
Br 0.320 0.494 -2.649 -0.191
C -0.478 0.516 -0.837 0.162
C -0.117 -0.803 -0.173 0.467
Br -0.647 -0.689 1.763 -0.170
H -1.563 0.618 -0.832 0.146
H -0.111 1.346 -0.234 -0.102
H 0.953 -0.999 -0.243 -0.059
H -0.611 -1.675 -0.601 -0.199
Br -4.456 -1.876 4.236 -0.166
C -3.443 -0.629 5.452 -0.547
C -2.891 0.500 4.595 0.074
Br -1.801 1.832 5.555 -0.138
H -2.643 -1.276 5.811 0.340
H -4.022 -0.500 6.367 0.438
H -3.760 1.059 4.249 0.414
H -2.426 0.118 3.687 -0.532
Br -3.874 0.081 1.371 0.077
C -4.990 0.545 -0.123 -0.751
C -6.289 1.206 0.417 -0.717
Br -7.397 1.646 -1.104 -0.182
H -5.303 -0.365 -0.634 0.400
H -4.376 1.122 -0.813 0.460
H -6.176 2.092 1.043 0.425
H -6.871 0.622 1.130 0.397
Br 2.234 -2.724 3.280 -0.150
C 3.195 -2.681 1.526 -0.046
C 4.694 -3.033 1.764 -0.598
Br 5.685 -3.286 0.022 -0.188
H 2.975 -1.707 1.091 -0.280
H 2.755 -3.503 0.962 0.296
H 4.754 -3.948 2.353 0.445
H 5.210 -2.256 2.327 0.390
Br -4.250 -4.858 0.931 -0.111
C -3.471 -3.348 0.024 0.007
C -3.510 -3.614 -1.531 -0.683
Br -3.240 -2.001 -2.699 -0.194
H -2.498 -3.240 0.502 0.144
H -4.007 -2.424 0.239 -0.158
H -4.526 -4.000 -1.620 0.503
H -2.782 -4.397 -1.744 0.416
Br 2.062 5.721 -5.026 -0.140
C 1.747 5.531 -3.106 -0.397
C 0.500 4.615 -2.794 -0.583
Br 0.189 4.252 -0.846 -0.080
H 1.584 6.533 -2.709 0.382
H 2.639 5.049 -2.705 0.168
H 0.754 3.660 -3.255 0.242
H -0.431 5.028 -3.181 0.443


No. 2
58
Properties=species:S:1:pos:R:3:mulliken_charge:R:1 method="wB97M-V/def2-TZVPD" s_squared=0.752 multiplicity=2 homo_lumo_gap_ev="7.31 / 7.14" homo_ev="-15.0 / -16.0" total_charge=+2
C -2.183 4.258 -1.738 -0.760
O -3.213 3.294 -1.910 -0.292
C -2.826 2.101 -2.427 -0.130
C -3.933 1.068 -2.343 -1.592
C -4.577 0.967 -0.957 -1.107
C -4.000 -0.066 0.032 -0.517
C -3.747 0.499 1.439 -1.009
C -2.520 0.035 2.215 -1.284
C -1.107 0.263 1.648 0.202
C -0.318 -1.044 1.670 -1.528
C 1.197 -0.966 1.427 1.079
C 1.587 -0.032 0.302 -1.740
C 3.123 0.116 0.089 1.604
C 3.494 0.233 -1.399 -1.498
C 3.619 1.361 0.805 -1.872
N 3.747 -1.087 0.770 0.914
O 4.290 -0.882 1.783 -0.388
C 3.167 -2.471 0.596 1.702
C 3.979 -3.422 1.473 -1.823
C 3.260 -2.945 -0.857 -1.985
C 1.715 -2.367 1.126 -1.686
H -1.518 4.281 -2.601 0.374
H -1.606 4.029 -0.845 0.281
H -2.660 5.222 -1.641 0.268
H -1.905 1.740 -1.951 0.671
H -2.525 2.317 -3.547 0.602
H -4.724 1.337 -3.049 0.758
H -3.543 0.079 -2.619 0.549
H -5.608 0.689 -1.151 0.369
H -4.610 1.950 -0.503 0.563
H -4.739 -0.856 0.118 0.432
H -3.093 -0.535 -0.361 0.304
H -3.749 1.588 1.391 0.447
H -4.597 0.230 2.060 0.404
H -2.633 -1.022 2.453 0.510
H -2.576 0.560 3.166 0.368
H -1.155 0.672 0.634 -0.204
H -0.602 1.013 2.254 0.512
H -0.786 -1.748 0.981 0.330
H -0.438 -1.458 2.669 0.483
H 1.621 -0.590 2.361 0.169
H 1.226 0.981 0.441 0.749
H 1.138 -0.434 -0.609 0.324
H 3.913 -0.666 -1.824 0.279
H 2.614 0.528 -1.958 0.353
H 4.231 1.017 -1.531 0.460
H 3.240 1.439 1.820 0.395
H 3.227 2.207 0.248 0.522
H 4.700 1.439 0.784 0.510
H 3.792 -3.252 2.529 0.431
H 3.661 -4.431 1.244 0.520
H 5.044 -3.330 1.280 0.433
H 4.161 -2.569 -1.331 0.412
H 3.358 -4.022 -0.859 0.512
H 2.399 -2.653 -1.447 0.374
H 1.627 -2.985 2.013 0.381
H 1.061 -2.786 0.366 0.430
Cd -2.700 1.105 -4.727 0.434


No. 3
70
Properties=species:S:1:pos:R:3:mulliken_charge:R:1 method="wB97M-V/def2-TZVPD" s_squared=0.752 multiplicity=2 homo_lumo_gap_ev="9.20 / 7.58" homo_ev="-8.7 / -8.6" de_lowest_kj_mol=114.6 total_charge=0
Cu -0.562 0.521 0.175 1.811
C -1.613 4.569 0.830 -1.232
C -1.273 3.121 0.593 0.744
O -1.661 2.190 1.342 -0.600
O -0.486 2.756 -0.326 -0.646
H -2.161 4.902 -0.053 0.316
H -0.709 5.174 0.824 0.290
H -2.157 4.595 1.769 0.319
C 0.262 -2.163 -1.651 -0.283
O -0.487 -1.519 -2.708 -0.541
O 0.045 -1.486 -0.487 -0.205
C -0.146 -3.644 -1.673 0.786
F 0.312 -4.352 -2.719 -0.281
F 0.375 -4.289 -0.596 -0.273
F -1.486 -3.846 -1.657 -0.283
C -0.361 -1.946 -4.057 -0.453
C -0.522 -0.650 -4.884 -1.083
H -0.031 -0.667 -5.857 0.387
H -1.586 -0.436 -4.945 0.246
H 0.089 0.063 -4.328 0.223
H -1.139 -2.634 -4.398 0.273
H 0.605 -2.403 -4.280 0.400
H 1.276 -2.007 -2.046 0.200
C -4.469 -0.183 -1.709 -1.715
C -3.365 0.052 -0.672 0.839
C -3.153 -1.126 0.270 -0.741
O -2.480 -0.685 1.431 0.335
C -3.195 -0.038 2.450 -0.919
N -2.126 0.368 -1.387 -0.168
H -5.436 -0.357 -1.235 0.435
H -4.263 -1.039 -2.359 0.313
H -4.536 0.666 -2.391 0.394
H -3.649 0.943 -0.108 0.227
H -2.580 -1.935 -0.179 -0.206
H -4.114 -1.489 0.654 0.557
H -3.915 -0.781 2.820 0.294
H -3.693 0.859 2.070 0.297
H -2.626 0.313 3.305 0.245
H -2.144 1.038 -2.150 0.298
H -1.860 -0.457 -1.920 -0.042
C 3.735 4.000 -1.152 -0.685
C 4.864 2.944 -1.135 -0.657
C 4.378 1.535 -0.876 -0.776
S 3.019 1.782 0.307 0.888
O 3.653 1.893 1.613 -0.752
O 1.951 0.819 0.064 -0.475
C 2.579 3.460 -0.353 -0.439
H 3.371 4.246 -2.149 0.328
H 4.131 4.919 -0.722 0.225
H 5.505 3.242 -0.302 0.316
H 5.528 3.087 -1.989 0.395
H 5.200 0.938 -0.490 0.406
H 3.966 1.015 -1.742 0.357
H 2.277 4.083 0.484 0.524
H 1.793 3.172 -1.048 0.140
C 2.232 -2.699 3.480 -0.490
C 0.974 -3.530 3.446 -0.726
C -0.182 -2.681 2.951 0.117
S 0.230 -0.930 3.367 0.788
O -0.604 -0.404 4.402 -0.751
O 0.402 -0.167 2.139 -0.565
C 1.888 -1.295 4.010 -0.914
H 2.599 -2.500 2.469 0.227
H 3.031 -3.211 4.014 0.437
H 0.709 -3.984 4.405 0.306
H 1.099 -4.405 2.807 0.319
H -1.168 -2.784 3.402 0.486
H -0.307 -2.690 1.866 -0.397
H 1.719 -1.482 5.076 0.346
H 2.451 -0.372 3.899 0.458


Repeat the second record exactly.
58
Properties=species:S:1:pos:R:3:mulliken_charge:R:1 method="wB97M-V/def2-TZVPD" s_squared=0.752 multiplicity=2 homo_lumo_gap_ev="7.31 / 7.14" homo_ev="-15.0 / -16.0" total_charge=+2
C -2.183 4.258 -1.738 -0.760
O -3.213 3.294 -1.910 -0.292
C -2.826 2.101 -2.427 -0.130
C -3.933 1.068 -2.343 -1.592
C -4.577 0.967 -0.957 -1.107
C -4.000 -0.066 0.032 -0.517
C -3.747 0.499 1.439 -1.009
C -2.520 0.035 2.215 -1.284
C -1.107 0.263 1.648 0.202
C -0.318 -1.044 1.670 -1.528
C 1.197 -0.966 1.427 1.079
C 1.587 -0.032 0.302 -1.740
C 3.123 0.116 0.089 1.604
C 3.494 0.233 -1.399 -1.498
C 3.619 1.361 0.805 -1.872
N 3.747 -1.087 0.770 0.914
O 4.290 -0.882 1.783 -0.388
C 3.167 -2.471 0.596 1.702
C 3.979 -3.422 1.473 -1.823
C 3.260 -2.945 -0.857 -1.985
C 1.715 -2.367 1.126 -1.686
H -1.518 4.281 -2.601 0.374
H -1.606 4.029 -0.845 0.281
H -2.660 5.222 -1.641 0.268
H -1.905 1.740 -1.951 0.671
H -2.525 2.317 -3.547 0.602
H -4.724 1.337 -3.049 0.758
H -3.543 0.079 -2.619 0.549
H -5.608 0.689 -1.151 0.369
H -4.610 1.950 -0.503 0.563
H -4.739 -0.856 0.118 0.432
H -3.093 -0.535 -0.361 0.304
H -3.749 1.588 1.391 0.447
H -4.597 0.230 2.060 0.404
H -2.633 -1.022 2.453 0.510
H -2.576 0.560 3.166 0.368
H -1.155 0.672 0.634 -0.204
H -0.602 1.013 2.254 0.512
H -0.786 -1.748 0.981 0.330
H -0.438 -1.458 2.669 0.483
H 1.621 -0.590 2.361 0.169
H 1.226 0.981 0.441 0.749
H 1.138 -0.434 -0.609 0.324
H 3.913 -0.666 -1.824 0.279
H 2.614 0.528 -1.958 0.353
H 4.231 1.017 -1.531 0.460
H 3.240 1.439 1.820 0.395
H 3.227 2.207 0.248 0.522
H 4.700 1.439 0.784 0.510
H 3.792 -3.252 2.529 0.431
H 3.661 -4.431 1.244 0.520
H 5.044 -3.330 1.280 0.433
H 4.161 -2.569 -1.331 0.412
H 3.358 -4.022 -0.859 0.512
H 2.399 -2.653 -1.447 0.374
H 1.627 -2.985 2.013 0.381
H 1.061 -2.786 0.366 0.430
Cd -2.700 1.105 -4.727 0.434